(1)
# C5H33N2O11

A molecular structure, C5H33N2O11 (wB97M-V/def2-TZVPD, OMol25).

Summary:
* frontier orbital gap: 8.34 eV
* charge: -1
* HOMO energy: -5.67 eV
* energy: -1147.3950 hartree
* relative energy (zero: lowest compared OMol25 entry of this formula, charge and spin): 455.9 kJ/mol

XYZ file:
```
51
Properties=species:S:1:pos:R:3:forces:R:3
C -0.565525 -1.355709 -0.027733 1.9283 0.9638 0.1031
N 0.422233 -0.165723 -0.379307 -1.6117 -2.9879 -0.6938
C -0.341881 1.184985 -0.408778 1.0525 -0.8445 -2.5213
O -1.253072 1.179612 -1.403450 -0.0108 0.1176 0.9231
C -1.103723 -1.214442 1.452340 -3.2971 -1.8399 -3.0813
C -1.630859 -2.648289 1.832502 1.4145 -1.2274 -3.6248
N -2.311909 -0.354870 1.362304 2.0282 1.8466 0.9005
C -2.343459 0.537327 2.553288 1.1978 -2.0816 -0.6986
H 0.020334 -2.366360 -0.104925 -0.9069 1.8909 -0.1870
H -1.332527 -1.213449 -0.854343 0.3143 -0.7938 1.4886
H 1.398352 -0.225666 0.565753 0.3188 -0.0251 -0.0315
H -0.856662 1.349870 0.542636 1.1085 0.2345 0.1499
H 0.575003 1.773250 -0.781916 -1.1202 0.4723 1.3999
H -0.506146 -0.728057 2.191359 1.1430 -0.2974 0.0850
H -2.622566 -2.971585 1.450103 0.4034 0.9652 -0.4176
H -0.984389 -3.526913 1.467395 -0.4300 1.3929 0.4679
H -1.731907 -2.804638 2.812023 -0.1561 -0.2686 4.2478
H -3.121964 -0.916636 1.309084 -0.9463 -0.3985 0.0117
H -2.512579 -0.080383 3.411813 0.1105 -0.2203 1.1426
H -1.446842 1.151243 2.693348 -0.0703 -0.3599 -0.3959
H -3.144277 1.156271 2.465325 -2.3705 2.0230 -0.2651
H 4.057345 2.382033 1.093552 -0.1391 -0.4375 -1.0575
H 3.334470 1.557667 0.050857 -2.7531 -2.1727 -0.3777
O 4.057113 2.095494 0.147776 3.1709 2.5964 1.0009
H -0.101343 -1.830591 -4.132731 -0.9820 0.6753 -0.3252
H -1.121334 -0.673732 -3.803125 0.0790 -0.3170 -0.1294
O -0.766806 -1.212270 -4.532831 0.4599 -0.5290 0.3164
H 2.492224 1.471075 1.864424 -0.4337 -1.0710 0.9706
H 2.627509 1.949996 3.412787 -0.3756 -0.8114 0.2778
O 2.822645 2.123317 2.503703 1.1989 1.8535 -0.3806
H -2.563160 0.532757 -1.567221 -0.3443 -0.3020 -1.3923
H -3.498458 0.544762 -2.874888 -1.6028 3.1210 -3.2728
O -3.179717 0.020033 -2.234806 1.3700 -3.3370 4.1068
H 0.816957 3.123234 1.588093 1.3071 0.5916 -1.3932
H 0.610493 3.026343 3.050530 0.2776 0.1111 0.4185
O 0.224410 2.783860 2.216828 -2.0278 -0.5236 1.0044
H 1.472905 -1.587492 -3.160452 0.4694 0.6485 -0.2570
H 1.269581 -2.775916 -2.309141 -0.3294 -0.7495 1.3578
O 1.480906 -2.558794 -3.195620 0.0667 -0.0663 -0.9722
H -0.840854 1.881935 -2.643686 -0.0770 -0.7140 2.0663
H -1.138562 2.280960 -4.005115 2.1051 -0.0768 0.5611
O -0.324140 2.190203 -3.409770 -1.5302 1.0777 -3.0071
H 1.867856 -0.859606 3.023577 -0.1336 0.5117 -0.9814
H 0.972171 -2.051742 2.860959 -2.7110 -2.4923 -3.8219
O 1.444227 -1.597120 3.449254 2.4917 1.4008 5.5726
H 0.590511 -0.473566 -1.406426 0.1812 1.4895 2.0748
H 2.849787 -0.795832 1.398210 0.6861 -0.4747 -0.4808
O 2.123149 -0.194306 1.467448 -0.5869 1.0307 -0.6842
H 1.373888 0.006999 -4.403473 -0.8780 0.2035 -1.9501
H 0.888698 0.794804 -3.100426 1.4698 -1.5774 -1.9265
O 1.551886 0.085670 -3.497095 -0.5291 1.7792 3.6787
```
Forces are in eV/Å.

---

(2)
# C5H33N2O11

11 unconnected molecules or ions with the total composition C5H33N2O11 (wB97M-V/def2-TZVPD, OMol25).

Summary:
* frontier orbital gap (spin up / spin down): 2.01 / 8.80 eV
* multiplicity: 2
* ⟨S²⟩: 0.75
* HOMO energy (spin up / spin down): -1.86 / -8.64 eV
* energy: -1147.3151 hartree
* relative energy (zero: lowest compared OMol25 entry of this formula, charge and spin): 45.1 kJ/mol

XYZ file:
```
51
Properties=species:S:1:pos:R:3:forces:R:3
C -1.376849 -1.634524 -0.637837 0.3439 1.7212 0.5166
O -2.193004 -0.629804 -0.017246 -0.3220 -0.5590 -0.2946
C 0.058357 -1.442309 -0.172667 -0.2919 0.5057 -0.2581
C 1.106521 -2.348947 -0.801768 -0.2488 0.1811 1.0099
C 2.398998 -2.032075 -0.051736 -0.1002 -1.1812 -1.5193
C 3.423135 -1.491996 -0.706293 0.7124 0.5010 0.6077
N 2.338648 -2.392944 1.272665 0.2092 -0.0178 1.2004
N 0.456347 -0.006506 -0.471382 -0.0319 -0.6528 0.8012
H -1.417472 -1.346248 -1.688272 -0.1780 -0.8870 -0.3301
H -1.705580 -2.626881 -0.353404 -0.1173 -0.3135 -0.5028
H -2.492436 -0.999972 0.828675 0.2984 0.3395 0.1517
H 0.076871 -1.427654 0.908109 0.0007 -0.6099 0.1755
H 1.127197 -2.219575 -1.883538 0.4186 0.1498 0.1290
H 0.835497 -3.394393 -0.621470 -0.0789 0.0282 0.1327
H 3.356089 -1.125338 -1.714355 -0.2910 -0.1394 -0.1378
H 4.377552 -1.304374 -0.229086 -0.0668 0.0198 0.1645
H 1.977836 -3.277698 1.593646 -0.4449 0.0865 -0.4818
H 2.922762 -2.002326 1.991685 0.3991 0.2898 -0.4731
H 1.358938 0.158185 -0.015662 0.2588 0.1409 -0.5053
H -0.208231 0.623250 -0.013553 -0.3292 -0.0488 -0.2789
H 0.480794 0.183092 -1.471906 0.0365 0.3876 -0.1215
H -0.656148 2.932812 3.706624 0.2896 -0.0959 -0.0885
H -0.278111 2.782201 2.196955 -0.0080 0.0960 -0.0124
O -0.811356 3.288971 2.827000 -0.2935 0.1998 0.1138
H -2.127824 0.884999 4.803088 -0.0995 -0.0042 -0.0049
H -2.108717 1.476458 3.370439 0.0606 0.0586 -0.0454
O -1.695069 0.812376 3.944814 -0.0761 0.4888 0.5248
H 2.051597 -1.968380 -4.551941 -0.1674 -0.0427 -0.0139
H 2.543851 -0.858065 -3.655497 -0.1517 0.0511 0.0037
O 1.764410 -1.402698 -3.825602 0.2916 0.0833 -0.1781
H 2.837823 2.605425 -0.233965 0.0381 0.0627 -0.2599
H 3.713202 2.384858 -1.499678 -0.1456 0.2023 0.0137
O 3.483485 2.012762 -0.644228 -0.1159 -0.2715 0.2717
H -2.264552 3.128771 -3.739719 -0.5550 0.2031 -0.1669
H -2.734962 4.544305 -3.249511 -0.1534 -0.2855 0.0371
O -1.990621 4.043316 -3.600667 0.5783 0.0163 -0.0465
H -3.891566 0.352738 -1.747322 -0.1720 0.1423 0.2616
H -4.310867 1.871469 -1.943480 -0.1421 -0.1958 0.1939
O -3.609061 1.220244 -2.065421 0.0895 0.0013 -0.4872
H -1.977767 1.477171 -2.063614 0.4806 -0.1405 0.5659
H -1.046079 2.580282 -2.452822 0.5209 -0.0589 0.1903
O -1.013450 1.723720 -1.986669 -0.5013 0.3864 -0.5095
H -1.467667 -0.561176 3.166129 -0.1947 0.4137 -0.4340
H -1.257560 -2.022688 3.069717 0.1180 -0.3004 -0.5521
O -1.406641 -1.261350 2.485201 0.0814 -0.8798 0.7507
H -0.058580 4.031357 0.232582 -0.4309 -0.1617 -0.4010
H -0.316629 2.586615 -0.471553 -0.5019 0.7665 -0.3833
O 0.137550 3.089402 0.223588 1.0078 -0.6379 0.6609
H 0.711910 -3.067439 4.473613 0.0360 -0.1179 0.0260
H 0.459819 -4.449654 3.823573 -0.0248 0.0820 0.1771
O 0.417616 -3.499780 3.663752 -0.0356 -0.0032 -0.1936
```
Forces are in eV/Å.

---

(3)
# C5H33N2O11

11 unconnected molecules or ions with the total composition C5H33N2O11 (wB97M-V/def2-TZVPD, OMol25).

Summary:
* frontier orbital gap: 10.91 eV
* charge: +1
* HOMO energy: -13.19 eV
* energy: -1147.2833 hartree
* relative energy (zero: lowest compared OMol25 entry of this formula, charge and spin): 84.6 kJ/mol

XYZ file:
```
51
Properties=species:S:1:pos:R:3:forces:R:3
C -0.330692 -0.371620 1.598491 -0.1892 0.3236 0.3014
C -0.927196 -1.355576 0.603082 -0.0145 -0.6766 -0.2476
C 0.116831 -1.831305 -0.440417 0.1742 0.4291 1.0347
C 0.236882 -0.865041 -1.606199 0.4057 -0.5966 -0.9703
C 1.086400 0.361740 -1.368055 -0.4245 1.7584 0.7595
N 2.396739 0.319685 -1.044644 -0.0964 -2.1541 -0.5637
O 0.497471 1.455048 -1.370179 0.3462 -0.2605 -0.5253
N -1.374109 -2.573522 1.382259 0.9233 -0.2345 0.8617
H -0.469880 0.668878 1.285821 0.8040 -0.6203 -0.6319
H 0.685130 -0.709970 1.733548 0.5936 0.6388 0.0383
H -0.712575 -0.323474 2.625912 -0.6266 -0.6663 -0.1889
H -1.821156 -1.030584 0.082906 -0.0923 0.2850 0.1064
H 1.069623 -1.879853 0.103039 0.0520 -0.0429 -0.1558
H -0.051134 -2.858216 -0.748091 -0.5034 0.0549 -0.3342
H 0.554641 -1.412480 -2.499278 0.6548 -0.0482 0.1988
H -0.712347 -0.489940 -1.966824 -0.4939 0.1492 0.5868
H 3.039671 1.074335 -1.143129 -0.2607 0.9218 -0.0289
H 2.852608 -0.566359 -0.890450 -0.1433 -0.1259 -0.2459
H -2.192718 -3.049124 1.023642 -0.0509 -0.3778 -0.7969
H -0.595587 -3.192645 1.661229 0.0733 -0.2749 -0.8922
H -1.591279 -2.284258 2.309090 -0.8829 0.7583 1.0587
H 2.191209 -2.698783 2.853115 -0.3687 -0.8139 0.2526
H 1.789229 -4.139745 3.460194 0.1933 0.3900 -0.1377
O 1.467687 -3.253029 3.254077 -0.3676 0.2956 -0.3036
H 0.872710 4.650443 1.908496 0.0156 -0.0732 0.2532
H 2.091564 4.187059 1.143374 0.5382 -0.0658 -0.6062
O 1.350238 3.855942 1.641155 -0.7848 0.0888 0.5842
H -2.060026 1.734478 -4.051751 0.0434 0.2301 -0.0285
H -0.993826 0.662938 -3.752965 -0.2571 0.2774 -0.1111
O -1.923276 0.788255 -3.990988 0.4845 -0.3066 -0.1212
H 4.126188 -1.783020 2.328625 -0.0555 0.4730 -0.1510
H 2.978421 -0.932168 1.593021 0.8430 -0.3109 0.6714
O 3.271272 -1.828046 1.888031 -0.5186 0.1572 -0.5476
H -3.109355 -3.245626 -2.104076 -0.2192 0.5637 0.0643
H -3.302397 -1.715582 -1.605129 -0.3621 -0.3492 -0.8194
O -3.041131 -2.636212 -1.359142 0.7142 -0.5857 1.0331
H -1.131109 2.200880 1.753178 0.2330 0.7667 -0.1902
H -0.273818 3.087411 0.741300 0.0910 -0.2916 0.5419
O -1.106927 2.609143 0.877049 -0.6300 -0.0581 -0.2341
H 1.667266 2.822314 -0.906573 -0.0536 0.0513 -0.2365
H 2.586563 4.040054 -1.297764 -0.0765 -0.3202 0.0127
O 2.515351 3.271013 -0.716121 0.3832 0.1502 -0.0507
H 3.238841 1.602618 0.990756 0.1454 -0.0963 -0.1188
H 2.218436 1.452016 2.060677 0.1442 -0.2411 0.0928
O 2.904752 0.938006 1.605212 -0.3050 0.6086 0.3996
H -3.521067 0.444348 -1.980081 -0.4019 -0.7766 0.1310
H -3.254270 -0.314504 -3.243794 -0.5933 -0.2174 0.4697
O -3.807720 -0.390034 -2.433240 0.7439 0.7075 -0.6407
H -2.411115 1.863563 -0.433940 0.0691 0.0236 0.1593
H -3.834328 2.188511 -0.875295 -0.3261 0.2932 0.0800
O -3.256687 1.452035 -0.679152 0.4295 0.1888 0.1866
```
Forces are in eV/Å.

---

(4)
# C5H33N2O9

10 unconnected molecules or ions with the total composition C5H33N2O9 (wB97M-V/def2-TZVPD, OMol25).

Summary:
* frontier orbital gap: 9.77 eV
* charge: +1
* HOMO energy: -12.20 eV
* energy: -996.7570 hartree
* relative energy (zero: lowest compared OMol25 entry of this formula, charge and spin): 170.8 kJ/mol

XYZ file:
```
49
Properties=species:S:1:pos:R:3:forces:R:3
C -1.914999 1.500343 0.484319 -0.9724 -0.9276 0.4908
N -1.976308 1.438811 -0.963064 0.9084 -0.7564 0.3968
C -1.020269 2.289586 -1.613100 -0.3144 2.3852 -1.4650
C -0.574973 1.134547 1.084148 1.2524 1.2028 -0.0341
N 0.000930 -0.178366 0.634212 -1.1404 0.0274 0.1373
C -0.420105 -1.347346 1.538566 -1.1183 1.1782 -0.9630
C 0.706666 -1.731053 2.464495 -0.1598 0.4529 0.2091
H -2.661177 0.827012 0.917463 -0.0222 0.0020 -0.3895
H -2.205639 2.475715 0.902354 0.3924 0.1680 -0.0971
H -2.921901 1.569213 -1.281574 -0.0404 0.1538 -0.1471
H 0.035408 2.090706 -1.454089 -0.0655 -0.5860 0.2387
H -1.146947 3.376788 -1.424223 0.0178 -0.2348 0.8691
H -1.165217 2.383590 -2.696228 -0.0393 -1.0297 -0.0022
H -0.672888 1.131719 2.159830 0.3044 0.0315 0.1586
H 0.135650 1.893593 0.760345 0.2388 -0.0272 0.4010
H 1.013166 -0.260936 0.534063 0.0706 0.8262 -0.0277
H -0.390642 -0.152302 -0.311895 0.1990 -1.2700 -0.3749
H -0.907667 -2.053663 0.871419 0.6415 -0.6247 0.1046
H -1.237151 -0.901604 2.102699 -0.0781 -0.2825 0.2763
H 0.556277 -2.726956 2.862397 0.1479 -0.2025 -0.1027
H 1.692768 -1.599153 2.021164 -0.0001 -0.4266 -0.1789
H 0.675750 -1.036426 3.303029 0.0726 -0.0629 0.0812
H -4.657352 -0.510931 2.123297 -0.5723 0.0632 0.4768
H -4.562339 0.847520 2.987677 -0.6510 -0.4588 0.0557
O -4.160390 0.278893 2.330481 1.0879 0.3424 -0.3618
H 1.126448 -3.501508 -1.884453 -0.0261 -0.5729 -0.3005
H 2.742264 -3.361673 -2.197277 -0.3038 -0.6821 -0.1014
O 1.921976 -2.958666 -1.919283 0.3150 1.1271 0.2976
H 4.301905 0.417761 -0.250520 0.4605 -0.2098 0.1994
H 3.262723 0.772799 -1.285302 -0.2423 0.0913 0.1017
O 3.362261 0.563358 -0.340272 -0.1160 0.0064 -0.2325
H 1.214876 -1.452015 -2.386866 0.1266 -0.3004 0.6291
H 1.588400 -0.025863 -2.623218 -0.2947 0.3455 0.0192
O 0.898057 -0.545914 -2.184150 0.5863 0.2579 -0.4503
H -0.597404 -0.859232 -2.892943 -0.4730 0.2631 -0.1091
H -2.040362 -0.378244 -2.648180 0.0209 0.0202 0.1236
O -1.537936 -1.069159 -3.090520 0.0412 -0.2926 -0.0636
H 3.996737 1.490951 -3.337012 0.0436 0.0100 -0.2041
H 2.882801 2.415032 -2.836978 -0.0123 0.0256 -0.1209
O 3.078358 1.494706 -3.048908 -0.0406 -0.0563 0.2979
H -1.035596 -4.387544 -2.276491 -0.3042 0.0868 -0.1613
H -1.317478 -2.831720 -2.442609 0.0769 -0.1246 -0.0867
O -0.764973 -3.508721 -2.002837 0.2142 -0.0011 0.3157
H -1.898510 1.088244 4.060237 -0.0649 0.6947 0.1454
H -0.396832 1.156275 4.631692 -0.3718 0.5264 -0.0121
O -1.133599 0.606788 4.358867 0.3903 -1.2393 -0.0696
H 2.745183 1.933724 2.671532 0.2049 0.0090 -0.1767
H 2.942364 1.046210 1.385496 0.0768 0.3417 -0.0555
O 2.437688 1.155113 2.202209 -0.4672 -0.2705 0.2628
```
Forces are in eV/Å.